This record from the OMol25 dataset describes 8 unconnected molecules or ions with the total composition C33H53N5O5. The level of theory is ωB97M-V/def2-TZVPD.

- charge = 0
- Kohn-Sham gap (hartree) = 0.3458
- SMILES = CNC(C)=O.CNC(C)=O.c1ccncc1.c1ccncc1.c1ccncc1.C1CCOC1.C1CCOC1.C1CCOC1
- HOMO energy (eV) = -8.9944
- total energy (eV) = -52766.619

Geometry as XYZ:
```
96
Properties=species:S:1:pos:R:3:forces:R:3
C -4.292135 0.260205 -3.010442 -0.2 -0.4 -0.4
C -5.795883 0.112542 -2.768793 -1.0 0.0 0.4
C -6.136045 -1.333159 -3.189605 0.8 0.3 0.2
O -5.102240 -1.651767 -4.118614 -0.5 -0.4 -0.7
C -3.938309 -1.120408 -3.583666 1.9 -0.2 0.9
H -3.776577 0.472453 -2.075190 0.2 0.1 -0.1
H -4.087005 1.022775 -3.761028 0.1 0.1 0.2
H -6.404344 0.810341 -3.345756 0.2 0.1 -0.1
H -6.065715 0.277675 -1.722585 0.1 0.0 0.0
H -7.102833 -1.432355 -3.674785 0.0 -0.1 0.0
H -6.043056 -2.019110 -2.338650 -0.3 0.1 0.0
H -3.085526 -1.133298 -4.266345 -0.6 0.4 -0.7
H -3.496804 -1.769285 -2.797990 -0.7 0.1 0.3
C 1.112865 1.160359 5.838700 0.3 0.5 0.5
C 1.127594 2.308080 4.814293 -0.8 -0.4 -0.1
C 2.502370 2.151086 4.163854 -0.4 -1.2 -1.7
O 3.060117 0.895646 4.609353 1.0 0.6 1.2
C 2.061050 0.138763 5.250986 -0.5 -0.2 -0.1
H 0.153593 0.762436 6.167444 -0.2 0.1 -0.4
H 1.573503 1.581455 6.738542 0.1 -0.3 0.1
H 0.901262 3.250165 5.311312 0.5 0.1 -0.1
H 0.342597 2.197197 4.060731 0.1 -0.2 0.0
H 3.141122 3.033571 4.208650 0.4 -0.4 0.7
H 2.440582 1.876253 3.098015 -0.6 1.1 -0.1
H 2.465428 -0.513373 6.028374 0.4 0.1 -0.2
H 1.581271 -0.520380 4.510367 -0.2 0.1 0.0
C -3.052079 -1.979223 0.616158 -0.6 0.3 0.7
C -4.006136 -0.876091 1.089053 0.2 1.2 0.8
C -5.329240 -1.593114 1.270701 -0.1 -0.9 -0.6
O -5.361075 -2.537824 0.183490 0.1 0.7 -0.3
C -4.018144 -2.974104 -0.053334 0.0 -0.2 -0.2
H -2.620271 -2.365188 1.541371 0.1 -0.4 -0.2
H -2.239858 -1.601391 0.000656 -0.1 -0.1 -0.3
H -4.087630 0.019019 0.461363 -0.3 -0.6 -0.8
H -3.657620 -0.374789 1.999122 0.0 -0.6 0.3
H -6.214344 -0.960515 1.217457 0.0 0.0 -0.2
H -5.412660 -2.225070 2.161041 0.4 0.5 0.4
H -3.854694 -3.005184 -1.131837 -0.1 -0.1 0.0
H -3.959587 -3.993334 0.336288 0.4 0.0 0.0
C 3.357222 3.387085 -2.384580 0.6 0.3 0.4
C 4.752416 2.885096 -2.101696 0.4 -0.6 -0.9
O 4.975045 1.718929 -1.796830 -0.3 -0.1 0.2
N 5.797416 3.709337 -2.333442 0.5 0.9 0.0
C 7.183061 3.263606 -2.306637 -0.5 -1.1 0.0
H 3.065445 3.170045 -3.411019 0.1 -0.2 0.0
H 3.356489 4.470811 -2.266647 -0.4 0.0 0.2
H 2.695933 2.858787 -1.703503 -0.2 0.3 0.0
H 5.694167 4.680702 -2.570792 -0.6 -0.1 0.0
H 7.246265 2.440439 -1.595076 0.2 0.3 0.3
H 7.856240 4.074661 -2.056082 0.0 0.1 0.0
H 7.452216 2.794911 -3.256940 0.1 0.3 -0.1
C 5.947273 -0.474676 0.488655 0.5 0.6 0.2
C 5.637305 -1.592280 -0.455650 -1.3 -1.2 0.1
O 5.674265 -2.778463 -0.147621 0.8 0.3 0.1
N 5.108183 -1.222129 -1.645851 -0.1 1.2 -0.9
C 5.010154 -2.109914 -2.781336 -0.1 -0.9 0.3
H 6.373813 0.375561 -0.044009 -0.1 0.1 0.0
H 6.655837 -0.765212 1.260476 -0.1 -0.3 0.0
H 5.034829 -0.133500 0.979246 0.0 0.0 0.0
H 4.919256 -0.244211 -1.829820 0.4 0.0 0.2
H 6.004043 -2.398858 -3.129080 0.0 -0.2 0.0
H 4.477269 -1.693943 -3.634406 0.0 0.5 0.3
H 4.455636 -3.005921 -2.497459 0.2 -0.1 0.0
N 0.728397 0.681094 -1.298408 -0.1 0.4 -0.4
C 1.678267 0.295032 -0.463416 0.2 0.1 0.2
C 1.527236 0.128242 0.908524 0.1 -0.1 -0.2
C 0.280361 0.364687 1.484331 -0.2 -0.6 -1.5
C -0.706781 0.787373 0.582269 -0.5 0.1 0.6
C -0.462659 0.953930 -0.769107 0.6 0.1 0.6
H 2.667799 0.095680 -0.864458 -0.1 0.0 -0.3
H 2.447018 -0.238055 1.350928 -0.4 0.0 0.8
H -0.027565 0.046236 2.469553 0.4 0.4 0.3
H -1.717300 0.984445 0.922521 0.1 0.0 0.2
H -1.231309 1.377974 -1.402957 0.0 -0.3 -0.2
N -1.468627 0.422289 -5.536448 0.4 -0.2 0.3
C -0.628595 0.969038 -4.637355 -1.0 -0.3 -0.5
C 0.702668 0.671385 -4.569216 1.0 0.6 0.4
C 1.283331 -0.184886 -5.492378 -0.6 -0.2 0.4
C 0.449317 -0.714310 -6.454612 -0.1 -0.4 0.2
C -0.930976 -0.443527 -6.394601 0.8 0.7 -0.5
H -1.071029 1.641800 -3.913165 -0.1 0.1 0.0
H 1.270258 1.170682 -3.794906 0.1 -0.3 0.1
H 2.296258 -0.545903 -5.373550 0.2 0.4 -0.2
H 0.911449 -1.389697 -7.164105 -0.5 -0.1 -0.2
H -1.589556 -0.854812 -7.147659 -0.1 -0.2 0.1
N -3.504343 -1.861215 4.331653 0.6 0.4 1.2
C -2.367937 -1.594160 5.010785 -0.1 -0.4 -0.7
C -2.311752 -1.329321 6.359329 -0.4 0.2 0.0
C -3.511295 -1.222725 7.061533 0.5 0.4 0.3
C -4.711141 -1.383661 6.398530 0.7 -0.6 -0.3
C -4.620069 -1.766942 5.055407 -0.6 0.5 -0.7
H -1.456931 -1.594184 4.421453 0.0 -0.1 0.0
H -1.358714 -1.140879 6.832382 0.0 -0.1 0.1
H -3.461376 -0.935501 8.105178 -0.2 -0.1 0.0
H -5.648272 -1.274873 6.921407 -0.1 0.0 -0.2
H -5.509453 -1.877159 4.441961 -0.2 -0.2 0.3
```
Positions in Å, forces in eV/Å.

Löwdin atomic charges, in units of e: atom 1 (C): -0.146, atom 2 (C): -0.156, atom 3 (C): -0.174, atom 4 (O): -0.124, atom 5 (C): -0.241, atom 6 (H): 0.086, atom 7 (H): 0.103, atom 8 (H): 0.103, atom 9 (H): 0.099, atom 10 (H): 0.118, atom 11 (H): 0.107, atom 12 (H): 0.097, atom 13 (H): 0.102, atom 14 (C): -0.165, atom 15 (C): -0.155, atom 16 (C): -0.173, atom 17 (O): -0.145, atom 18 (C): -0.230, atom 19 (H): 0.095, atom 20 (H): 0.115, atom 21 (H): 0.106, atom 22 (H): 0.096, atom 23 (H): 0.117, atom 24 (H): 0.100, atom 25 (H): 0.122, atom 26 (H): 0.110, atom 27 (C): -0.142, atom 28 (C): -0.195, atom 29 (C): -0.186, atom 30 (O): -0.163, atom 31 (C): -0.183, atom 32 (H): 0.098, atom 33 (H): 0.093, atom 34 (H): 0.096, atom 35 (H): 0.089, atom 36 (H): 0.119, atom 37 (H): 0.100, atom 38 (H): 0.093, atom 39 (H): 0.117, atom 40 (C): 0.017, atom 41 (C): -0.520, atom 42 (O): 0.008, atom 43 (N): 0.007, atom 44 (C): -0.059, atom 45 (H): 0.086, atom 46 (H): 0.078, atom 47 (H): 0.069, atom 48 (H): 0.131, atom 49 (H): 0.075, atom 50 (H): 0.084, atom 51 (H): 0.089, atom 52 (C): 0.001, atom 53 (C): -0.555, atom 54 (O): 0.031, atom 55 (N): -0.002, atom 56 (C): -0.076, atom 57 (H): 0.060, atom 58 (H): 0.084, atom 59 (H): 0.075, atom 60 (H): 0.073, atom 61 (H): 0.085, atom 62 (H): 0.070, atom 63 (H): 0.082, atom 64 (N): 0.071, atom 65 (C): -0.150, atom 66 (C): -0.057, atom 67 (C): -0.052, atom 68 (C): -0.078, atom 69 (C): -0.142, atom 70 (H): 0.092, atom 71 (H): 0.101, atom 72 (H): 0.093, atom 73 (H): 0.093, atom 74 (H): 0.095, atom 75 (N): 0.056, atom 76 (C): -0.155, atom 77 (C): -0.091, atom 78 (C): -0.076, atom 79 (C): -0.070, atom 80 (C): -0.145, atom 81 (H): 0.095, atom 82 (H): 0.073, atom 83 (H): 0.100, atom 84 (H): 0.099, atom 85 (H): 0.102, atom 86 (N): 0.070, atom 87 (C): -0.147, atom 88 (C): -0.078, atom 89 (C): -0.079, atom 90 (C): -0.058, atom 91 (C): -0.147, atom 92 (H): 0.097, atom 93 (H): 0.093, atom 94 (H): 0.106, atom 95 (H): 0.102, atom 96 (H): 0.095

This record from the OMol25 dataset describes 2 unconnected molecules or ions with the total composition C7H12N6O. The level of theory is ωB97M-V/def2-TZVPD.

- charge = 0
- Kohn-Sham gap (hartree) = 0.3401
- HOMO energy (eV) = -8.6046
- total energy (eV) = -18438.696

Geometry as XYZ:
```
26
Properties=species:S:1:pos:R:3:forces:R:3
C 1.024363 1.699602 0.100745 -0.8 0.8 0.1
C 3.624215 -0.635055 -0.943606 2.6 2.3 2.2
C -2.342705 -0.382040 0.093870 1.0 -1.4 0.3
C -1.443954 -0.054496 1.322296 -2.0 0.9 2.3
C -1.981253 0.659607 -0.938981 -0.7 0.3 -2.7
C -0.034675 -0.248159 0.979775 1.9 0.2 -1.5
C -0.471431 0.455217 -1.349636 -2.7 1.6 0.1
N 1.531253 2.661246 0.495241 0.3 0.2 -0.1
N 4.622106 1.820959 1.336030 -0.9 -1.3 -1.6
N 4.083014 1.135542 0.601383 1.0 0.6 1.5
N 3.339739 0.469870 -0.097122 -1.3 1.1 0.2
N 0.304843 0.645608 -0.201565 1.7 -1.1 2.2
N 4.749626 -1.237539 -0.451561 0.3 -0.4 0.1
O 2.966162 -0.774973 -1.910276 -0.8 -1.5 -1.2
H -2.136940 -1.442574 -0.305426 0.1 1.4 0.6
H -3.360653 -0.454762 0.418300 -0.8 0.5 -0.1
H -1.622355 1.012257 1.731103 0.2 -1.3 -1.1
H -1.699619 -0.619067 2.256124 0.1 -0.2 -1.0
H -2.496995 0.594569 -1.997083 0.2 -0.1 2.3
H -2.229695 1.671188 -0.489125 0.7 -0.9 -0.8
H 0.735106 -0.062572 1.747481 -0.6 0.1 -0.2
H 0.087670 -1.283487 0.633894 0.2 0.1 0.0
H -0.343101 -0.533545 -1.699378 0.1 -1.2 -0.5
H -0.298881 1.135449 -2.173096 0.7 0.3 0.1
H 5.332333 -0.771407 0.260986 -0.8 -0.6 -0.8
H 5.164620 -1.989018 -0.952583 0.2 -0.4 -0.3
```
Positions in Å, forces in eV/Å.

Löwdin atomic charges, in units of e: atom 1 (C): -0.355, atom 2 (C): -0.590, atom 3 (C): -0.212, atom 4 (C): -0.214, atom 5 (C): -0.182, atom 6 (C): -0.151, atom 7 (C): -0.174, atom 8 (N): 0.133, atom 9 (N): 0.229, atom 10 (N): -0.204, atom 11 (N): 0.100, atom 12 (N): -0.113, atom 13 (N): 0.163, atom 14 (O): 0.115, atom 15 (H): 0.136, atom 16 (H): 0.090, atom 17 (H): 0.145, atom 18 (H): 0.121, atom 19 (H): 0.138, atom 20 (H): 0.129, atom 21 (H): 0.132, atom 22 (H): 0.125, atom 23 (H): 0.107, atom 24 (H): 0.128, atom 25 (H): 0.109, atom 26 (H): 0.096

Largest force on an atom, record by record: 2.10 4.06 eV/Å